(P)
Entry from the Open Molecules 2025 dataset: C23H32N2O4 in the gas phase (wB97M-V/def2-TZVPD).

As for the SMILES: CCCc1cc(=O)oc2cc(OCC(=O)NC3CC(C)(C)NC(C)(C)C3)ccc12. The value obtained for the HOMO energy is -8.58 eV. The frontier orbital gap is 8.67 eV.

Cartesian coordinates (Å):
C: -6.805 -0.496 1.888
C: -5.814 -0.165 0.780
C: -4.527 -0.990 0.918
C: -3.552 -0.639 -0.163
C: -3.421 -1.423 -1.258
C: -2.527 -1.111 -2.351
O: -2.351 -1.792 -3.331
O: -1.823 0.064 -2.250
C: -1.913 0.858 -1.164
C: -1.091 1.983 -1.159
C: -1.064 2.808 -0.047
O: -0.229 3.865 0.116
C: 0.731 4.135 -0.885
C: 1.709 2.979 -1.158
O: 2.281 2.882 -2.221
N: 1.870 2.136 -0.123
C: 2.507 0.838 -0.258
C: 3.300 0.511 1.001
C: 3.945 -0.881 0.929
C: 4.418 -1.277 2.336
C: 5.177 -0.861 0.005
N: 2.925 -1.852 0.565
C: 2.042 -1.646 -0.573
C: 0.904 -2.668 -0.420
C: 2.694 -1.870 -1.949
C: 1.443 -0.237 -0.486
C: -1.918 2.535 1.033
C: -2.746 1.443 1.009
C: -2.756 0.561 -0.081
H: -6.379 -0.275 2.864
H: -7.714 0.089 1.770
H: -7.070 -1.551 1.862
H: -6.265 -0.376 -0.192
H: -5.572 0.899 0.808
H: -4.778 -2.050 0.845
H: -4.085 -0.815 1.900
H: -3.982 -2.337 -1.370
H: -0.470 2.152 -2.023
H: 0.257 4.411 -1.834
H: 1.294 4.997 -0.517
H: 1.327 2.285 0.714
H: 3.161 0.921 -1.129
H: 4.073 1.263 1.165
H: 2.614 0.529 1.852
H: 5.073 -0.514 2.749
H: 4.962 -2.218 2.301
H: 3.561 -1.401 2.993
H: 5.534 -1.876 -0.161
H: 4.959 -0.412 -0.958
H: 5.977 -0.290 0.470
H: 3.329 -2.780 0.525
H: 0.470 -2.596 0.575
H: 0.128 -2.488 -1.159
H: 1.282 -3.678 -0.557
H: 3.265 -2.797 -1.947
H: 3.357 -1.057 -2.225
H: 1.922 -1.946 -2.710
H: 0.897 -0.027 -1.405
H: 0.739 -0.204 0.351
H: -1.895 3.200 1.881
H: -3.385 1.253 1.856

(Q)
Entry from the Open Molecules 2025 dataset: C23H32N2O4 in the gas phase (wB97M-V/def2-TZVPD).

As for the SMILES: CCN(CC)C(=O)C[C@@H](c1ccc(N(C)C)cc1)c1c(O)cc(OC)cc1OC. The value obtained for the HOMO energy is -7.35 eV. The frontier orbital gap is 7.98 eV.

Cartesian coordinates (Å):
C: 5.275 3.048 1.512
C: 4.649 2.108 0.488
N: 3.197 2.079 0.557
C: 2.496 3.253 0.080
C: 1.915 4.118 1.198
C: 2.604 0.968 1.045
O: 3.274 0.021 1.446
C: 1.091 0.921 1.105
C: 0.610 -0.524 0.928
C: -0.861 -0.729 1.211
C: -1.354 -2.031 1.164
C: -2.681 -2.310 1.402
C: -3.594 -1.289 1.689
N: -4.918 -1.594 1.985
C: -5.630 -2.561 1.184
C: -5.779 -0.563 2.510
C: -3.096 0.014 1.741
C: -1.758 0.283 1.510
C: 0.922 -1.026 -0.470
C: 1.938 -1.960 -0.707
O: 2.784 -2.379 0.261
C: 2.094 -2.519 -1.969
C: 1.275 -2.136 -3.020
O: 1.507 -2.755 -4.214
C: 0.708 -2.412 -5.318
C: 0.311 -1.155 -2.819
C: 0.145 -0.607 -1.553
O: -0.767 0.383 -1.289
C: -1.801 0.615 -2.209
H: 4.951 2.776 2.514
H: 5.002 4.083 1.320
H: 6.358 2.966 1.466
H: 4.992 1.088 0.673
H: 4.946 2.401 -0.525
H: 3.216 3.845 -0.490
H: 1.699 2.957 -0.610
H: 1.137 3.588 1.739
H: 2.689 4.403 1.904
H: 1.484 5.021 0.771
H: 0.629 1.544 0.344
H: 0.796 1.279 2.095
H: 1.157 -1.147 1.646
H: -0.674 -2.841 0.940
H: -3.007 -3.339 1.386
H: -4.940 -3.230 0.680
H: -6.290 -3.154 1.823
H: -6.246 -2.066 0.419
H: -6.103 0.159 1.746
H: -5.271 -0.031 3.312
H: -6.667 -1.040 2.925
H: -3.754 0.843 1.950
H: -1.435 1.311 1.549
H: 2.940 -1.656 0.903
H: 2.862 -3.257 -2.130
H: -0.351 -2.618 -5.131
H: 1.054 -3.039 -6.139
H: 0.830 -1.359 -5.594
H: -0.306 -0.818 -3.634
H: -2.497 1.285 -1.705
H: -2.321 -0.311 -2.472
H: -1.436 1.100 -3.122

Which one is most stable, and which one is least stable? (P) is the most stable of them, while (Q) is the least stable.

(P)
Entry from the Open Molecules 2025 dataset: a molecular structure, C2H3FN4 (wB97M-V/def2-TZVPD).

The value obtained for the HOMO energy is -9.65 eV. The frontier orbital gap is 10.01 eV.

Cartesian coordinates (Å):
C: -1.467 0.231 0.037
C: -0.487 -0.627 -0.065
H: 2.279 -0.790 0.937
H: 2.431 0.142 -0.786
H: -2.510 0.259 0.181
N: 1.802 -0.357 -0.225
N: 0.608 0.213 -0.035
N: 0.361 1.546 0.057
N: -0.990 1.456 0.182
F: -0.327 -1.916 -0.003

(Q)
Entry from the Open Molecules 2025 dataset: C2H3FN4 in the gas phase (wB97M-V/def2-TZVPD).

As for the SMILES: Nc1n[nH]c(F)n1. The value obtained for the HOMO energy is -9.03 eV. The frontier orbital gap is 9.73 eV.

Cartesian coordinates (Å):
N: -0.378 0.868 -0.911
C: -0.321 0.275 0.341
N: 0.193 -0.958 0.495
N: 0.054 -1.280 1.780
C: -0.400 -0.300 2.522
F: -0.657 -0.290 3.801
N: -0.773 0.942 1.412
H: -0.786 1.781 -0.851
H: 0.516 0.949 -1.338
H: 0.191 -2.246 2.021

Which one is most stable, and which one is least stable? (Q) is the most stable of them, while (P) is the least stable.

(P)
Entry from the Open Molecules 2025 dataset: 2 unconnected molecules or ions with the total composition C2H6N4 (wB97M-V/def2-TZVPD).

The value obtained for the HOMO energy is -9.79 eV. The frontier orbital gap is 10.39 eV.

Cartesian coordinates (Å):
C: -0.057 1.732 -0.643
C: 0.039 -0.194 0.121
N: -0.165 2.797 -1.059
N: -0.676 -0.237 1.313
N: -0.575 -0.913 -0.930
N: 1.415 -0.366 0.285
H: -1.630 0.080 1.246
H: -0.177 0.204 2.072
H: -0.137 -0.744 -1.829
H: -1.570 -0.731 -1.000
H: 1.643 -1.042 1.004
H: 1.891 -0.584 -0.579

(Q)
Entry from the Open Molecules 2025 dataset: C2H6N4 in the gas phase (wB97M-V/def2-TZVPD).

As for the SMILES: [H]/N=C\N(N)/C=N/[H]. The value obtained for the HOMO energy is -9.13 eV. The frontier orbital gap is 9.96 eV.

Cartesian coordinates (Å):
H: -1.662 -1.654 0.612
N: -2.187 -0.787 0.227
C: -1.458 0.233 -0.144
N: -0.014 0.319 -0.188
N: 0.636 1.535 0.104
C: 0.765 -0.850 -0.305
N: 2.019 -0.822 0.189
H: 2.343 -1.750 0.080
H: -1.838 1.261 -0.419
H: 0.466 2.367 -0.576
H: 0.801 1.903 1.115
H: 0.130 -1.754 -0.695

Which one is most stable, and which one is least stable? (P) is the most stable of them, while (Q) is the least stable.

(P)
Entry from the Open Molecules 2025 dataset: 2 unconnected molecules or ions with the total composition CH8NS (wB97M-V/def2-TZVPD).

The net charge is +1. The value obtained for the HOMO energy is -13.62 eV. The frontier orbital gap is 9.70 eV.

Cartesian coordinates (Å):
N: -0.542 0.708 1.989
H: -0.538 0.195 2.880
H: -0.089 0.016 1.313
H: -1.514 0.941 1.806
H: 0.082 1.495 2.152
C: 0.076 -0.428 -2.048
S: 0.903 -0.310 -0.460
H: 0.224 0.447 -2.639
H: 0.344 -1.360 -2.552
H: -0.962 -0.653 -1.799
H: 2.015 -1.051 -0.643

(Q)
Entry from the Open Molecules 2025 dataset: 2 unconnected molecules or ions with the total composition CH8NS (wB97M-V/def2-TZVPD).

The net charge is +1. The value obtained for the HOMO energy is -13.49 eV. The frontier orbital gap is 9.19 eV.

Cartesian coordinates (Å):
N: 0.552 -0.951 -1.509
H: -0.466 -1.223 -1.421
H: 0.435 0.059 -2.022
H: 1.064 -1.477 -2.143
H: 1.089 -0.641 -0.617
C: -0.858 0.843 1.028
S: 0.965 0.988 1.292
H: -1.414 1.384 0.264
H: -1.188 1.415 1.937
H: -1.257 -0.250 1.064
H: 1.077 -0.147 2.125

(R)
Entry from the Open Molecules 2025 dataset: 2 unconnected molecules or ions with the total composition CH8NS (wB97M-V/def2-TZVPD).

The net charge is +1. The value obtained for the HOMO energy is -13.57 eV. The frontier orbital gap is 9.45 eV.

Cartesian coordinates (Å):
N: -1.638 1.643 0.572
H: -2.588 1.281 0.243
H: -1.008 0.831 0.248
H: -1.532 1.934 1.617
H: -1.285 2.460 0.067
C: 1.621 -1.737 -0.242
S: 0.749 -0.134 -0.127
H: 1.109 -2.606 -0.683
H: 2.037 -1.947 0.761
H: 2.362 -1.592 -1.069
H: 0.173 -0.133 -1.387

Which one is most stable, and which one is least stable? (P) is the most stable of them, while (Q) is the least stable.